The following is a DFT calculation (the ωB97M-V functional and the def2-TZVPD basis) of a structure of composition C15H19N5O2STc in a non-equilibrium geometry.

Summary:
- energy above the lowest of the compared OMol25 structures with the same formula, charge and spin (kcal per mole) = 0.0
- HOMO-LUMO gap (spin up / spin down) (eV) = 8.9 / 6.1
- LUMO energy (spin up / spin down) (eV) = -13.6 / -16.3
- 2S+1 = 4
- total charge = +4

Structure (XYZ):
```
43
Properties=species:S:1:pos:R:3:forces:R:3
N -0.8563 -1.7682 0.7105 -0.804 0.460 -0.021
C -1.5560 -2.5481 1.1999 0.672 -0.140 -0.847
C -2.3634 -3.6499 1.6617 -0.315 -0.124 0.343
H -1.7824 -4.5815 1.6076 -0.064 0.212 0.021
H -3.2563 -3.7384 1.0272 0.154 0.018 0.160
H -2.6715 -3.4719 2.7005 -0.002 -0.128 -0.192
N -1.1793 1.8453 -0.7704 1.012 -1.297 0.951
C -1.6852 2.8717 -0.8638 -0.550 0.663 -0.529
C -2.3607 4.1236 -1.1079 0.020 0.129 0.075
H -3.3403 3.9101 -1.5590 0.145 0.113 0.118
H -1.7506 4.7228 -1.7991 -0.162 -0.038 0.167
H -2.4903 4.6554 -0.1535 -0.031 -0.031 -0.270
N 1.9640 -0.4824 -0.5224 0.456 0.845 -0.498
C 3.0830 -0.4386 -0.8259 -1.212 -0.776 -0.106
C 4.4339 -0.5598 -1.3084 0.483 0.199 0.001
H 5.0304 0.2883 -0.9468 -0.014 -0.183 -0.124
H 4.4312 -0.5607 -2.4077 0.012 0.025 0.231
H 4.8749 -1.4980 -0.9433 -0.103 0.177 -0.037
Tc 0.0427 0.3103 0.4195 0.978 -2.932 -0.815
C 1.1507 1.8365 0.6149 3.823 5.900 0.683
O 1.8602 2.7584 0.7122 -2.975 -4.027 -0.391
C -1.3062 0.7177 1.6899 -4.907 1.801 4.450
O -2.1479 0.9297 2.4671 3.509 -0.959 -3.174
C -1.9235 -1.4703 -2.1578 -0.597 -0.083 0.105
C -0.7637 -2.2398 -2.2022 -2.070 -0.933 0.602
C 0.4137 -1.7006 -2.7184 1.863 0.863 -1.124
C 0.4339 -0.3904 -3.1902 0.360 0.381 -0.319
C -0.7272 0.3777 -3.1483 2.277 0.676 -1.151
C -1.9041 -0.1618 -2.6344 -2.124 -1.330 0.778
H -2.8593 -1.9019 -1.7844 0.407 0.190 -0.212
H -0.7830 -3.2844 -1.8702 0.009 0.408 -0.157
H 1.3116 -2.3254 -2.7894 -0.366 0.233 0.010
H 1.3488 0.0257 -3.6275 -0.429 -0.191 0.156
H -0.7185 1.3984 -3.5437 0.006 -0.403 0.057
H -2.8229 0.4332 -2.6266 0.296 -0.266 -0.066
N 0.4210 0.3770 4.4839 0.513 0.240 -1.131
C 1.3325 0.4497 3.5170 0.157 1.228 1.915
N 2.3709 1.2702 3.6287 -0.954 -0.398 -0.456
S 1.2414 -0.6466 2.1647 0.051 -0.154 -0.047
H 0.4438 1.0288 5.2621 -0.063 -0.192 0.203
H -0.3940 -0.2091 4.3711 0.100 -0.083 0.303
H 3.0316 1.3613 2.8684 0.170 -0.044 0.298
H 2.4226 1.9360 4.3944 0.272 -0.052 0.042
```
Forces are in eV/Å.